{"formula": "C15H38F3N2O18P3", "method": "the ωB97M-V functional and the def2-TZVPD basis", "elements": ["C", "O", "H", "O", "H", "H", "O", "O", "H", "H", "O", "O", "H", "O", "H", "N", "H", "H", "H", "O", "H", "C", "H", "P", "O", "C", "C", "C", "H", "H", "C", "O", "H", "C", "H", "O", "H", "C", "O", "O", "O", "O", "P", "C", "C", "H", "H", "N", "H", "H", "C", "C", "H", "O", "O", "C", "C", "F", "H", "H", "F", "H", "H", "H", "H", "P", "H", "H", "H", "H", "H", "H", "C", "F", "O", "H", "H", "H", "H"], "xyz": [[0.0024, -3.4123, -0.0844], [-5.4736, -0.0617, 0.3855], [4.8973, 0.7433, -0.7918], [-6.3721, 1.9126, 2.0054], [1.4287, -1.0615, 1.0029], [5.2422, 0.1372, 5.4820], [-4.1403, 0.4941, 2.4898], [3.7658, 2.9941, -1.1977], [5.1099, 1.3662, 4.3667], [1.0708, -3.5451, 0.0856], [0.3306, 1.2705, -3.8179], [-2.3566, -0.7874, -1.5155], [0.5181, 1.8037, -1.0929], [-1.7755, -1.5040, 0.9042], [3.7045, -1.7957, -1.9904], [-2.8244, -3.5390, -1.1514], [-2.1713, 2.0938, 0.2214], [-4.1862, -0.0151, 4.3292], [-0.7456, -0.7745, -2.4155], [2.2868, 0.3344, 2.5099], [-1.4118, 0.0653, 2.2232], [1.2550, -0.4111, 1.8601], [-2.3765, -0.3953, -3.1657], [-1.2358, -1.1332, -0.5583], [4.0686, -1.0846, 1.0672], [4.5232, -1.2596, -1.5105], [4.0793, 0.1200, -1.1530], [4.6004, 0.4475, 4.6574], [0.7985, 0.1946, -1.9704], [1.7517, 0.6810, -0.6763], [3.4421, 2.2191, -2.1192], [4.4374, -0.4872, 3.5945], [-2.8693, -0.8094, 2.6044], [-2.2639, -0.4452, 1.7743], [5.4546, -1.2487, -2.0766], [4.5791, 1.3106, 1.8226], [-3.7283, 0.0354, -0.6506], [4.0712, 2.1401, 0.7725], [-3.0194, -2.7374, -0.2315], [-4.2673, 2.0538, 0.5014], [-0.2258, -2.3142, -0.9392], [-0.2317, 0.1146, -0.2185], [-5.1888, 1.1320, 1.4532], [-3.3905, -3.1260, -2.4846], [-4.0234, 0.9246, 3.8014], [-3.0313, -3.7401, -3.3105], [3.6219, 0.7523, 5.0285], [-0.8518, 0.9415, -3.6726], [-0.3012, -3.2286, 0.9462], [3.2759, 0.0592, -0.4188], [2.6782, 2.7528, -3.4177], [-4.4328, -0.7327, -0.3318], [-3.0158, 1.3219, 3.9244], [-1.7656, 1.7240, -3.7585], [3.6105, 0.9257, -2.2678], [-2.9133, 2.5775, 0.8567], [0.7210, 0.7348, -1.0269], [3.3292, 3.8471, -3.9257], [-0.3548, -4.3447, -0.5217], [0.8840, -1.0575, 2.6555], [1.5055, 3.2989, -2.9677], [3.5288, 2.8875, 1.3515], [-4.6176, 1.7570, 4.1786], [4.8949, -1.6927, -0.5819], [3.3648, 1.6176, 0.1274], [3.8624, -0.1098, 2.1556], [-1.0508, -1.0750, -4.1607], [-2.5737, 2.3932, 1.8759], [-3.9491, -1.3777, 0.4018], [-4.6899, -1.2487, -1.2569], [0.6022, 0.3837, 1.4993], [-2.7637, 3.6287, 0.6106], [-1.2963, -0.4534, -3.2996], [2.3944, 1.8586, -4.3526], [-2.4081, -4.6836, -1.1261], [-4.4498, -2.9141, -2.3390], [-2.9519, 0.2430, 1.2834], [4.9974, 2.4252, 0.2735], [-2.9935, -2.1122, -2.5357]], "forces_ev_per_a": [[1.6, -1.2, 1.4], [-1.7, 1.2, 1.6], [0.1, -0.7, 0.5], [2.8, -2.5, -1.0], [1.2, 0.2, 0.0], [-0.3, -1.1, -0.3], [-4.3, 2.2, -0.5], [-1.6, -1.4, -5.1], [-0.1, 0.0, -0.7], [0.4, 0.3, -0.7], [-2.3, -1.7, 0.0], [2.4, -0.8, 5.3], [-0.4, -0.2, -0.5], [2.2, 2.1, 0.8], [0.3, -0.4, 0.0], [-2.6, -0.8, -1.4], [-0.2, -0.4, -0.2], [0.2, 0.6, 1.0], [0.5, 0.5, -2.3], [3.4, -1.1, -1.4], [0.0, 0.2, -0.2], [-0.9, 0.5, 1.0], [1.1, 0.3, -0.9], [-1.2, 1.6, 2.1], [-0.8, -0.2, 2.4], [0.9, 0.2, -0.5], [0.9, 0.5, 0.0], [-0.2, 1.5, 0.3], [0.0, 0.7, -0.1], [-0.5, -0.3, 1.0], [0.5, 2.1, 0.3], [0.5, -0.3, -0.7], [0.9, -1.4, -0.7], [1.4, -0.3, -0.4], [-0.4, 0.1, -0.8], [-0.5, -2.8, 1.8], [-0.7, -0.1, 0.3], [0.1, -0.2, 2.1], [0.2, -5.5, -1.9], [2.0, 0.8, 1.0], [-1.2, 1.2, -0.5], [-2.2, -1.4, -0.1], [-2.2, 1.5, -1.6], [0.8, 1.5, 0.4], [0.7, 0.0, 1.7], [-0.5, -0.2, 0.5], [0.0, -0.2, 0.1], [0.5, 0.4, 0.0], [-0.9, -0.1, -0.3], [0.5, -0.2, -0.7], [-0.6, 2.0, 0.9], [0.5, 1.8, 1.5], [0.4, -0.4, 0.2], [-0.4, 0.6, -0.2], [-0.6, -0.1, -0.4], [-0.3, -0.4, -0.8], [0.9, 0.0, -1.1], [0.0, -1.5, 0.0], [-0.3, 0.4, 0.2], [-0.8, 0.1, -0.2], [0.7, -0.5, 0.0], [0.2, 0.7, -0.8], [-0.8, -0.4, -0.6], [-0.8, -0.3, -0.3], [0.5, 0.4, 1.3], [-0.1, 2.4, 0.8], [0.3, -0.1, -0.1], [-0.6, 0.0, 0.1], [-0.8, 0.5, -0.6], [-1.1, 0.2, 0.6], [-0.3, -0.7, 0.7], [-0.9, 0.1, 0.2], [1.7, 0.8, -3.6], [1.7, 0.9, 0.3], [0.3, 0.5, 1.1], [0.0, -0.9, -0.2], [1.9, -0.9, -0.7], [-0.7, 0.4, 0.3], [-0.1, -0.4, -0.6]], "lowdin_charge": [-0.096, -0.189, 0.129, -0.256, 0.078, 0.090, -0.377, 0.059, 0.083, 0.095, 0.014, -0.404, 0.119, -0.240, 0.093, -0.347, 0.072, 0.109, 0.034, -0.205, 0.093, -0.118, 0.100, 0.556, -0.248, -0.039, -0.236, -0.100, 0.088, 0.060, -0.320, -0.200, 0.109, -0.066, 0.086, -0.218, 0.075, -0.142, -0.057, -0.214, -0.174, -0.258, 0.500, 0.073, -0.105, 0.112, 0.089, -0.364, 0.098, 0.058, -0.472, -0.096, 0.091, 0.097, 0.052, -0.036, -0.082, 0.129, 0.082, 0.106, 0.107, 0.119, 0.102, 0.068, 0.038, 0.519, 0.124, 0.077, 0.075, 0.092, 0.078, 0.092, 0.010, 0.150, 0.073, 0.106, 0.039, 0.114, 0.048], "homo_energy_ev": -10.0, "total_energy_ev": -92015.66384, "homo_lumo_gap_ev": 9.63, "smiles": "CCOC(=O)C(F)(F)F.COP(=O)(OC)OC.COP(=O)(OC)OC.COP(=O)(OC)OC.C[N+](=O)[O-].C[N+](=O)[O-]"}

{"formula": "C15H38N2O5P2S", "method": "the ωB97M-V functional and the def2-TZVPD basis", "elements": ["H", "H", "H", "C", "H", "H", "H", "H", "H", "H", "N", "C", "C", "O", "C", "N", "H", "C", "C", "H", "H", "H", "O", "H", "H", "O", "C", "C", "H", "P", "H", "H", "C", "H", "H", "H", "C", "H", "H", "S", "C", "H", "C", "H", "C", "H", "O", "H", "H", "H", "O", "H", "C", "H", "P", "H", "H", "H", "C", "H", "H", "H", "H"], "xyz": [[1.4153, 9.2643, 1.9475], [-2.0249, -0.6547, -5.4750], [1.3285, -0.8908, -1.5828], [-2.3868, -6.4710, 0.9941], [-0.5388, -3.9832, -0.5462], [3.4191, 7.0765, 3.4250], [-3.0634, -8.3331, 0.1796], [-5.1885, -6.1583, 0.5913], [-3.5993, -4.7639, 1.5166], [0.3328, -1.8387, -2.6586], [2.9068, 5.3436, 2.3120], [-0.8278, 0.4096, -4.0079], [0.3838, -0.8785, -2.1373], [3.2192, 4.1166, 0.4049], [0.4342, 0.2564, -3.1604], [4.7031, 2.7985, -1.4377], [4.1148, 5.0604, 4.7781], [-0.7308, 0.4525, -0.2600], [3.3617, 6.7623, 2.3782], [0.9260, 5.4729, 5.0123], [-2.4080, -6.8377, 2.0254], [0.2103, 0.4981, 0.2943], [1.4214, 5.7697, 4.2402], [1.2888, 0.0925, -3.8241], [1.6723, 8.2839, 3.4068], [3.4658, 4.3494, 4.7279], [-1.3561, -4.4221, -1.1228], [1.4890, 8.2499, 2.3312], [-1.7272, -0.8428, -1.6667], [2.2950, 4.5508, 3.6576], [-5.4800, -7.8056, 0.0490], [-3.3216, -6.9758, -0.8880], [-2.6511, -4.9639, 1.0104], [-2.9177, -3.2443, -0.2388], [0.5517, 7.7222, 2.1513], [-1.3734, -6.6608, 0.6300], [-1.1400, -0.8174, -4.8585], [5.5682, 2.3009, -1.2720], [-0.8217, 1.3682, -0.8465], [1.4104, 2.8968, 3.2944], [-2.6749, -4.3030, -0.3670], [-1.4080, -3.9004, -2.0800], [-0.7697, -0.7939, -1.1396], [2.4062, 2.2993, -0.6988], [-3.3744, -7.2853, 0.1596], [-1.8791, -4.4830, 1.6198], [4.8871, 4.1866, 1.9142], [4.0253, 1.8694, 0.7918], [-1.0967, -5.4620, -1.3278], [-0.7313, -1.6792, -0.5009], [2.5571, 7.6099, 1.6509], [-3.4820, -4.7256, -0.9720], [-4.8154, -7.1821, 0.6483], [-0.7030, 1.2769, -4.6611], [3.6793, 2.6894, -0.2893], [-1.3290, -1.6981, -4.2421], [-0.3066, -1.0502, -5.5250], [-1.5436, 0.4461, 0.4670], [3.7894, 4.5003, 1.5612], [-4.8975, -7.5093, 1.6872], [-1.6842, 0.6359, -3.3663], [4.3577, 6.8036, 1.9413], [0.6322, 1.2015, -2.6460]], "forces_ev_per_a": [[0.0, 0.0, -0.1], [0.0, 0.0, 0.0], [0.0, 0.0, 0.0], [0.0, 0.0, 0.0], [0.0, 0.0, 0.0], [0.0, 0.0, 0.0], [0.0, 0.0, 0.0], [0.0, 0.0, 0.0], [0.0, 0.0, 0.0], [0.0, 0.0, 0.0], [0.5, 0.1, 0.3], [0.0, 0.0, 0.0], [0.0, 0.0, 0.0], [-0.2, -0.2, 0.5], [0.0, 0.0, 0.0], [-0.2, -0.3, 0.2], [0.1, 0.1, 0.0], [0.0, -0.1, -0.1], [-0.1, -0.2, 0.1], [-0.2, 0.0, 0.1], [0.0, 0.0, 0.0], [0.0, 0.0, 0.0], [0.2, -0.2, -0.1], [0.0, 0.0, 0.0], [0.0, 0.0, 0.0], [0.0, -0.1, 0.0], [0.0, 0.0, 0.0], [-0.1, -0.2, 0.1], [0.0, 0.0, 0.0], [-0.3, 0.0, -0.2], [0.0, 0.0, 0.0], [0.0, 0.0, 0.0], [0.0, 0.0, 0.0], [0.0, 0.0, 0.0], [0.0, 0.0, 0.0], [0.0, 0.0, 0.0], [0.0, 0.0, 0.0], [0.1, 0.3, 0.0], [0.0, 0.0, 0.0], [0.1, 0.2, 0.1], [0.0, 0.0, 0.0], [0.0, 0.0, 0.0], [0.0, 0.0, 0.1], [-0.1, 0.2, 0.1], [0.0, 0.0, 0.0], [0.0, 0.0, 0.0], [0.0, 0.0, 0.0], [-0.2, 0.1, 0.2], [0.0, 0.0, 0.0], [0.0, 0.0, 0.0], [0.2, 0.3, -0.2], [0.0, 0.0, 0.0], [0.0, 0.0, 0.0], [0.0, 0.0, 0.0], [0.7, -0.2, -0.8], [0.0, 0.0, 0.0], [0.0, 0.0, 0.0], [0.0, 0.0, 0.0], [-0.3, 0.1, -0.3], [0.0, 0.0, 0.0], [0.0, 0.0, 0.0], [0.0, 0.0, 0.0], [0.0, 0.0, 0.0]], "lowdin_charge": [0.088, 0.069, 0.109, -0.230, 0.070, 0.123, 0.104, 0.064, 0.101, 0.095, -0.104, -0.267, -0.226, -0.170, -0.228, -0.255, 0.085, -0.104, -0.223, 0.086, 0.109, 0.067, -0.179, 0.111, 0.079, -0.176, -0.114, -0.084, 0.101, 0.115, 0.068, 0.097, -0.228, 0.098, 0.090, 0.100, -0.109, -0.028, 0.067, 0.332, -0.267, 0.064, -0.273, 0.010, -0.272, 0.110, 0.130, 0.031, 0.068, 0.084, -0.131, 0.099, -0.113, 0.105, 0.689, 0.058, 0.076, 0.070, -0.646, 0.075, 0.098, 0.143, 0.091], "homo_energy_ev": -9.5, "total_energy_ev": -58804.17266, "homo_lumo_gap_ev": 9.71, "smiles": "COCN(C(=O)O[PH2]=N)P(O)(O)=S.CCCCCC.CCCCCC"}